1.
{"formula": "C3H5Cl4NS", "method": "ωB97M-V/def2-TZVPD", "de_lowest_kcal_mol": 2.9, "orbital_gap_ev": 7.9050, "homo_energy_ev": -8.314, "charge": 0, "elements": ["C", "C", "C", "N", "S", "Cl", "Cl", "Cl", "Cl", "H", "H", "H", "H", "H"], "coordinates": [[0.384, -0.363, 1.979], [0.397, 1.112, -1.587], [0.403, -0.328, -1.124], [-0.568, -0.205, 0.898], [-1.806, -1.296, 0.847], [-1.269, 1.695, -1.670], [1.220, 1.343, -3.086], [-0.755, -1.319, -1.887], [1.976, -0.942, -0.948], [-0.063, 0.151, 2.814], [0.645, -1.393, 2.243], [1.169, 0.313, 1.801], [1.013, 1.675, -0.722], [-2.746, -0.443, 0.443]], "forces_ev_per_a": [[-1.2, -0.4, -0.2], [0.9, 0.8, 3.3], [-1.7, 0.1, 1.6], [0.3, 0.2, -2.1], [0.5, 0.1, 0.6], [0.2, 0.4, 0.1], [0.4, 0.2, -0.9], [0.5, -0.3, -0.4], [0.5, -0.5, 0.2], [-0.6, -0.3, 0.8], [0.3, 0.2, -0.1], [1.7, 0.2, -0.6], [-1.6, -0.9, -2.1], [-0.3, 0.1, -0.2]]}

=====

2.
{"formula": "C3H5ClFN", "method": "ωB97M-V/def2-TZVPD", "de_lowest_kcal_mol": 65.8, "s2": 2.005, "multiplicity": 3, "orbital_gap_ev": [6.2478, 6.5158], "homo_energy_ev": [-5.435, -9.666], "charge": 0, "elements": ["C", "C", "C", "N", "F", "Cl", "H", "H", "H", "H", "H"], "coordinates": [[2.910, -0.022, 0.889], [2.991, 1.041, 0.321], [-0.539, 1.294, 0.398], [-0.280, 0.639, 1.629], [0.059, -0.710, 1.422], [3.499, 2.525, -0.224], [2.682, -0.989, 1.293], [0.581, 1.036, 2.057], [-0.607, 0.427, -0.376], [-1.454, 1.740, 0.431], [0.188, 1.980, 0.132]], "forces_ev_per_a": [[1.5, -7.5, 5.2], [-2.9, 6.8, -5.8], [0.5, -4.1, -2.0], [0.7, 0.8, 2.5], [0.3, -0.4, -0.3], [1.5, 0.4, 0.7], [0.0, 0.4, -0.2], [-0.7, -0.7, -0.4], [0.2, 1.7, 0.9], [-2.7, 1.3, 0.1], [1.6, 1.3, -0.7]]}

=====

3.
{"formula": "C3H5ClN2", "method": "ωB97M-V/def2-TZVPD", "de_lowest_kcal_mol": 12.3, "orbital_gap_ev": 9.6830, "homo_energy_ev": -8.965, "charge": 0, "elements": ["H", "N", "C", "N", "C", "C", "Cl", "H", "H", "H", "H"], "coordinates": [[0.991, 1.318, -0.783], [1.345, 0.625, -1.477], [0.394, -0.170, -1.752], [-0.903, -0.338, -1.274], [-1.392, 0.236, -0.099], [-0.879, 0.300, 1.128], [0.701, -0.285, 1.585], [0.554, -0.963, -2.498], [-1.466, -0.934, -1.829], [-2.398, 0.544, -0.194], [-1.416, 0.679, 1.951]], "forces_ev_per_a": [[0.6, -0.5, -0.3], [-1.4, 0.6, 0.7], [0.3, -1.3, -0.8], [1.9, 1.2, 1.0], [-0.2, -0.7, 0.1], [1.3, -0.6, -0.9], [-0.4, 0.1, -0.2], [0.3, 0.4, 0.0], [-0.7, -0.3, -0.2], [-1.0, 0.5, 0.1], [-0.6, 0.6, 0.6]]}